No. 1
This record from the Open Molecules 2025 dataset describes a structure of composition C27H34N11OPRhS. The level of theory is ωB97M-V/def2-TZVPD.

Frontier orbital gap in eV: 5.01
Total charge: +3
HOMO in eV: -14.92

CARTESIAN COORDINATES (ANGSTROEM)
Rh1 -0.7908 0.6952 -0.2524
C1 -2.6435 3.8407 -4.3147
N1 -2.6340 2.8577 -3.2216
C2 -3.7080 2.1031 -2.8430
C3 -3.2907 1.2862 -1.8373
N2 -1.9565 1.5267 -1.6301
C4 -1.5822 2.4996 -2.4670
P1 0.0064 3.3795 -2.3729
C5 -0.1364 3.5741 -0.5620
N3 -0.4644 2.5688 0.2516
C6 -0.5247 3.0513 1.5313
C7 -0.2092 4.3758 1.4836
N4 0.0287 4.6860 0.1735
C8 0.3974 6.0185 -0.3258
C9 1.0759 1.9229 -2.2296
N5 0.8810 0.9162 -1.3733
C10 2.0064 0.1285 -1.4147
C11 2.8668 0.6642 -2.3242
N6 2.2746 1.7869 -2.8233
C12 2.8439 2.6440 -3.8732
H1 -3.6748 4.1185 -4.5097
H2 -2.2097 3.4038 -5.2109
H3 -2.0869 4.7269 -4.0219
H4 -4.6719 2.2034 -3.3124
H5 -3.8411 0.5662 -1.2657
H6 -0.7894 2.4422 2.3780
H7 -0.1433 5.1100 2.2683
H8 0.5162 6.6772 0.5286
H9 -0.3889 6.4065 -0.9687
H10 1.3389 5.9659 -0.8665
H11 2.1377 -0.7506 -0.8134
H12 3.8417 0.3377 -2.6441
H13 3.8876 2.3736 -3.9991
H14 2.7820 3.6880 -3.5773
H15 2.3156 2.4851 -4.8102
O1 -2.5389 0.1293 0.7371
S1 -2.9167 -1.2444 1.3768
C13 -4.2920 -0.7934 2.4805
C14 -5.5175 -1.5610 1.9852
C15 -5.4102 -1.5667 0.4637
C16 -4.0001 -2.0744 0.1860
H16 -4.3925 0.2853 2.3503
H17 -3.9994 -1.0129 3.5051
H18 -6.4323 -1.0951 2.3471
H19 -5.4970 -2.5834 2.3668
H20 -5.5287 -0.5481 0.0841
H21 -6.1625 -2.1897 -0.0161
H22 -3.5983 -1.8972 -0.8118
H23 -3.9029 -3.1388 0.4128
C17 0.3194 -0.9489 2.7128
C18 0.3256 -1.7071 1.4340
N7 -0.0871 -1.2478 0.2499
C19 0.0426 -2.2896 -0.6613
C20 0.5270 -3.3705 -0.0102
N8 0.7040 -2.9855 1.3008
C21 1.3077 -3.8812 2.3188
N9 2.5871 -4.3114 1.9037
N10 2.6888 -5.5092 1.2341
N11 3.8936 -5.6988 0.9048
C22 4.6565 -4.6275 1.3436
C23 6.0289 -4.3952 1.2337
C24 6.5070 -3.2240 1.7753
C25 5.6495 -2.3034 2.4109
C26 4.2930 -2.5246 2.5288
C27 3.8197 -3.7200 1.9846
H24 -0.0117 0.0733 2.5340
H25 1.3107 -0.9071 3.1647
H26 -0.3606 -1.4043 3.4344
H27 -0.2255 -2.1848 -1.6988
H28 0.7748 -4.3650 -0.3452
H29 0.6728 -4.7609 2.4043
H30 1.3419 -3.3565 3.2712
H31 6.6781 -5.1181 0.7599
H32 7.5644 -3.0043 1.7265
H33 6.0759 -1.4035 2.8341
H34 3.6509 -1.8134 3.0334

Atoms 1-6, force components in eV/Å:
Rh 0.2 -0.9 -0.5
C 0.0 0.0 0.0
N 0.0 0.0 0.0
C 0.0 0.0 0.0
C 0.1 -0.2 -0.1
N -0.2 0.4 0.1

No. 2
This record from the Open Molecules 2025 dataset describes the ion C27H34N3O with charge +1. The level of theory is ωB97M-V/def2-TZVPD.

SMILES: CN(C)c1ccc([C@@H](c2cn(C)c3ccccc23)[C@H]2CCCC2=[N+]2CCOCC2)cc1
Frontier orbital gap in eV: 6.00
Total charge: +1
HOMO in eV: -9.63

CARTESIAN COORDINATES (ANGSTROEM)
C1 -2.2593 6.0860 2.4520
N1 -1.8024 5.5717 1.1804
C2 -1.5446 6.5921 0.2029
C3 -1.5545 4.2483 0.9502
C4 -1.0959 3.7778 -0.3087
C5 -1.0152 2.4011 -0.5880
C6 -1.2862 1.4285 0.3765
C7 -1.0974 -0.1240 0.2119
C8 -1.0945 -0.5969 -1.1797
C9 -0.2363 -0.2310 -2.2176
N2 -0.3097 -1.1811 -3.2152
C10 0.2842 -1.0104 -4.5248
C11 -1.1942 -2.1782 -2.8350
C12 -1.6873 -3.2000 -3.6219
C13 -2.7533 -3.9503 -3.0316
C14 -3.2516 -3.6299 -1.7475
C15 -2.6952 -2.6288 -0.9540
C16 -1.7056 -1.8430 -1.5505
C17 0.1118 -0.7515 0.9555
C18 -0.6572 -1.4515 2.1862
C19 -0.5194 -2.9588 2.0192
C20 0.8331 -3.2033 1.2967
C21 1.2679 -1.8500 0.8351
N3 2.6016 -1.6765 0.7679
C22 3.2294 -0.3152 0.7676
C23 4.7806 -0.2505 0.8777
O1 5.3806 -1.3808 1.4973
C24 5.0551 -2.5662 0.7793
C25 3.5434 -2.8579 0.7667
C26 -1.6648 1.8850 1.6490
C27 -1.8052 3.2611 1.9538
H1 -2.9384 5.3678 2.9001
H2 -1.4401 6.2938 3.1546
H3 -2.7703 7.0476 2.3481
H4 -0.9526 6.2234 -0.6226
H5 -2.4722 7.0149 -0.2049
H6 -1.0051 7.4278 0.6483
H7 -0.8892 4.5106 -1.0823
H8 -0.6702 2.0848 -1.5819
H9 -1.9772 -0.5269 0.7050
H10 0.4764 0.5814 -2.3582
H11 0.2895 -1.9874 -5.0445
H12 -0.2942 -0.2751 -5.1297
H13 1.3039 -0.6088 -4.3651
H14 -1.2353 -3.4440 -4.5832
H15 -3.1897 -4.7523 -3.6138
H16 -4.0775 -4.2149 -1.3523
H17 -3.0560 -2.4240 0.0494
H18 0.6057 0.1979 1.1076
H19 -1.7604 -1.2682 2.3443
H20 -0.0971 -1.0732 3.0857
H21 -0.6071 -3.5062 2.9935
H22 -1.2990 -3.3907 1.3482
H23 1.5226 -3.7136 1.9942
H24 0.6892 -3.8141 0.3839
H25 2.9525 0.2237 -0.1598
H26 2.8607 0.2383 1.6497
H27 5.2135 -0.1234 -0.1294
H28 5.1095 0.5854 1.5105
H29 5.4368 -2.5092 -0.2531
H30 5.6366 -3.3308 1.3180
H31 3.4014 -3.4449 1.6786
H32 3.3498 -3.4857 -0.1020
H33 -1.8278 1.1528 2.4555
H34 -2.1468 3.5275 2.9562

Atoms 1-6, force components in eV/Å:
C 0.1 -0.2 0.4
N 0.1 0.4 0.1
C -0.1 0.5 -0.4
C -0.3 -0.9 0.3
C -0.5 -0.7 0.2
C 0.5 0.4 -0.1

No. 3
This record from the Open Molecules 2025 dataset describes a structure of composition C27H34N5NiS5Sb. The level of theory is ωB97M-V/def2-TZVPD.

Frontier orbital gap in eV: 4.74
Total charge: -2
HOMO in eV: -1.04

CARTESIAN COORDINATES (ANGSTROEM)
Ni1 -0.5522 0.3647 0.1031
S1 0.6612 2.7034 -4.1441
Sb1 -0.7673 2.4804 -2.3585
S2 -1.5554 0.2547 -2.1369
S3 0.3629 2.3117 -0.2451
S4 -2.4209 4.0594 -2.1951
C1 0.4853 -6.0238 2.4583
C2 -0.8072 -5.4765 2.9942
C3 -1.7050 -6.2831 3.6770
C4 -2.9092 -5.7884 4.1605
C5 -3.2268 -4.4585 3.9357
C6 -2.3526 -3.6307 3.2475
C7 -1.1315 -4.1260 2.7898
N1 -0.1953 -3.3320 2.1055
C8 -0.4400 -1.9774 1.8003
N2 -0.5687 -1.1953 2.8893
C9 -1.2399 0.0610 2.9302
C10 -1.2853 0.8533 1.7869
C11 -2.0442 2.0295 1.9028
C12 -2.6729 2.3835 3.0851
C13 -2.5492 1.5843 4.2175
C14 -1.8314 0.4010 4.1579
C15 -1.6795 -0.4675 5.3816
N3 -0.4664 -1.5405 0.5885
C16 -0.3730 -2.5245 -0.4403
C17 0.8855 -2.9589 -0.8388
C18 1.0118 -3.9420 -1.8114
C19 -0.1268 -4.4709 -2.3980
C20 -1.3806 -4.0176 -2.0036
C21 -1.5324 -3.0502 -1.0173
C22 -2.8831 -2.5764 -0.5711
H1 0.6272 -7.0567 2.7749
H2 1.3376 -5.4329 2.8015
H3 0.5054 -6.0066 1.3636
H4 -1.4491 -7.3257 3.8328
H5 -3.5924 -6.4368 4.6939
H6 -4.1696 -4.0537 4.2821
H7 -2.6279 -2.6026 3.0518
H8 0.2588 -3.8103 1.3395
H9 -0.4299 -1.6764 3.7607
H10 -2.1248 2.6804 1.0412
H11 -3.2482 3.3015 3.1318
H12 -3.0152 1.8757 5.1542
H13 -2.2080 -0.0224 6.2252
H14 -0.6305 -0.5779 5.6802
H15 -2.0832 -1.4755 5.2397
H16 1.7594 -2.4837 -0.4104
H17 1.9986 -4.2596 -2.1271
H18 -0.0455 -5.2216 -3.1755
H19 -2.2701 -4.4189 -2.4764
H20 -3.6661 -3.0193 -1.1873
H21 -2.9434 -1.4885 -0.6487
H22 -3.0683 -2.8537 0.4713
C23 5.2196 -1.3015 -4.7146
N4 4.6860 -1.7547 -3.4351
C24 5.6861 -1.6727 -2.3904
C25 3.3986 -1.2721 -3.1180
S5 3.0804 -0.3362 -1.7882
N5 2.4561 -1.6179 -4.0207
C26 2.5780 -2.7703 -4.8889
C27 1.1294 -1.0027 -3.9723
H23 5.7466 -0.3458 -4.5946
H24 4.4194 -1.1476 -5.4314
H25 5.9207 -2.0377 -5.1180
H26 6.5598 -2.2459 -2.7131
H27 5.2966 -2.0919 -1.4659
H28 5.9852 -0.6382 -2.1852
H29 3.4713 -3.3403 -4.6427
H30 2.6226 -2.4779 -5.9444
H31 1.6985 -3.4048 -4.7570
H32 1.2110 0.0704 -3.8013
H33 0.5091 -1.4281 -3.1868
H34 0.6511 -1.1620 -4.9398

Atoms 1-6, force components in eV/Å:
Ni -0.5 0.1 -0.3
S 0.0 0.0 0.0
Sb 0.0 0.0 0.2
S 0.3 -0.2 0.2
S 0.0 0.2 -0.1
S 0.0 0.0 0.0